Formula: C16H13Br2IN2O6P2S
Source: the Open Molecules 2025 dataset
Level of theory: ωB97M-V with the def2-TZVPD basis set

CARTESIAN COORDINATES (ANGSTROEM)
N 4.60 -2.23 -0.91
P 3.78 -1.31 -1.89
C 2.12 -0.83 -1.27
C 1.77 0.46 -0.89
Br 3.06 1.85 -0.96
C 0.49 0.77 -0.42
Br 0.05 2.53 0.08
C -0.46 -0.26 -0.36
C -0.11 -1.55 -0.74
C 1.17 -1.87 -1.20
C 1.49 -3.26 -1.67
C 0.88 -3.61 -3.02
O 0.76 -4.70 -3.41
I 0.18 -1.97 -4.31
C -1.21 -2.56 -0.70
O -1.04 -3.72 -0.43
C -2.55 -2.04 -1.07
S -3.59 -3.13 -1.93
C -2.89 -0.79 -0.70
P -4.49 -0.02 -1.02
O -5.50 -0.43 -0.07
O -4.84 -0.35 -2.54
O -4.21 1.54 -1.02
C -1.88 -0.03 0.07
O -2.17 0.70 0.97
H 4.12 -2.35 -0.03
H 4.44 -0.14 -2.27
H 3.51 -1.95 -3.12
H 2.56 -3.42 -1.74
H 1.10 -4.01 -0.99
H -2.82 -4.22 -1.84
H -4.08 -0.66 -3.05
H -3.60 1.78 -1.73
C 0.43 5.12 4.95
C 1.66 4.49 5.31
C 1.86 3.45 4.44
N 0.80 3.43 3.57
C -0.07 4.44 3.88
H -0.02 5.96 5.43
H 2.32 4.77 6.12
H 2.66 2.74 4.36
H 0.68 2.77 2.83
H -0.97 4.58 3.30

Properties
Charge: 0
Energy: -7705.11191 Ha

=====

Formula: C7H18
Source: the Open Molecules 2025 dataset
Level of theory: ωB97M-V with the def2-TZVPD basis set

CARTESIAN COORDINATES (ANGSTROEM)
C 1.25 0.93 1.04
C 1.31 -0.39 0.27
C 1.88 -0.15 -1.12
C 2.34 -1.34 0.99
H 0.27 1.41 0.97
H 1.98 1.63 0.67
H 1.32 0.76 2.11
H 0.40 -0.97 0.26
H 2.94 0.09 -1.20
H 1.66 -0.93 -1.86
H 1.34 0.66 -1.64
H 1.92 -1.38 1.99
H 2.26 -2.32 0.53
H 3.34 -0.91 0.98
C -1.80 0.18 -1.62
C -2.21 -0.23 -0.20
C -2.68 0.91 0.69
H -2.59 0.19 -2.37
H -1.38 1.18 -1.71
H -1.08 -0.52 -2.04
H -1.40 -0.78 0.25
H -3.02 -0.94 -0.37
H -3.16 1.73 0.16
H -1.92 1.29 1.37
H -3.51 0.56 1.30

Properties
ΔE to the lowest compared entry with this formula, charge and spin: 17.3 kcal/mol
Charge: 0
Energy: -277.47090 Ha

=====

Formula: C3Br2NOS2
Source: the Open Molecules 2025 dataset
Level of theory: ωB97M-V with the def2-TZVPD basis set

CARTESIAN COORDINATES (ANGSTROEM)
C -0.54 -0.84 -0.21
C -1.67 0.29 0.12
C 1.02 0.86 -0.16
N 0.66 -0.28 -0.22
O -0.85 -2.03 -0.30
S 2.01 2.08 -0.11
S -1.33 1.87 0.44
Br -3.30 -0.58 0.11
Br 3.99 -1.37 0.33

Properties
ΔE to the lowest compared entry with this formula, charge and spin: 20.0 kcal/mol
Charge: -1
Energy: -6188.74893 Ha

=====

Formula: C3H8P2
Source: the Open Molecules 2025 dataset
Level of theory: ωB97M-V with the def2-TZVPD basis set

CARTESIAN COORDINATES (ANGSTROEM)
C -0.16 -1.35 1.16
C 0.29 -0.86 -0.18
C 1.41 0.10 -0.02
P -1.47 1.81 -1.11
P -0.19 3.30 -0.81
H -0.94 -0.84 1.72
H -0.68 -2.34 1.10
H 0.74 -1.56 1.79
H 0.63 -1.49 -1.03
H -0.68 -0.28 -0.53
H 1.37 0.76 0.80
H 1.93 0.53 -0.82
H -2.25 2.22 -2.08

Properties
ΔE to the lowest compared entry with this formula, charge and spin: 78.0 kcal/mol
Charge: 0
Energy: -801.62699 Ha